1.
The following is a DFT calculation (ωB97M-V with the def2-TZVPD basis set) of a molecular structure, C31H45ClN6O4PS2Y.

Properties
E_LUMO ... 0.002 eV
Energy above the lowest of the compared OMol25 structures with the same formula, charge and spin ... 0.307 eV
Orbital gap ... 6.46 eV
Net charge ... 0

XYZ file:
```
91
C31H45ClN6O4PS2Y, DFT ωB97M-V with the def2-TZVPD basis set
Y -0.6631 1.5445 0.2111
C -3.2036 -0.7286 3.5762
C -2.7861 -0.0708 2.2974
N -2.1645 1.0516 2.2401
N -1.8676 1.6777 3.4029
C -1.5421 2.9381 3.2460
N -1.1821 3.6037 4.3716
S -1.6213 3.8481 1.7730
C -3.1522 -0.6629 0.9994
C -4.0379 -1.7342 0.9044
C -4.4398 -2.1702 -0.3470
C -3.9416 -1.5426 -1.4755
C -3.0375 -0.5059 -1.2968
N -2.6611 -0.0716 -0.1011
H -2.6402 -0.3000 4.3993
H -3.0292 -1.8047 3.5337
H -4.2676 -0.5666 3.7690
H -0.9493 3.0458 5.1771
H -0.7443 4.4991 4.2603
H -4.4232 -2.2030 1.7979
H -5.1385 -2.9923 -0.4374
H -4.2249 -1.8545 -2.4713
H -2.5919 0.0024 -2.1449
Cl 1.7602 3.8843 -3.1741
C 2.4364 2.3418 -2.6892
C 3.8146 2.2005 -2.7680
C 4.4103 1.0042 -2.4014
C 3.5937 -0.0424 -1.9787
C 2.2250 0.1142 -1.9119
C 1.5732 1.3224 -2.2532
C 0.1394 1.4780 -2.1088
H 4.4101 3.0311 -3.1273
H 5.4844 0.8879 -2.4611
H 4.0336 -0.9901 -1.6890
H 1.6043 -0.7009 -1.5601
H -0.3652 0.5421 -2.3981
H -0.2768 2.3020 -2.6859
C 4.9257 -4.2829 2.6824
C 3.8675 -3.2731 2.3308
C 2.5343 -3.6466 2.2224
C 1.5421 -2.7263 1.9069
C 0.1082 -3.1813 1.8097
C 1.9025 -1.3864 1.7210
C 3.2362 -0.9793 1.8402
C 3.6540 0.4552 1.6555
C 4.1987 -1.9400 2.1290
C 0.8617 -0.3742 1.3531
O 0.7892 0.7259 1.9513
O 0.0828 -0.6305 0.3798
H 4.6127 -5.2924 2.4161
H 5.1304 -4.2712 3.7554
H 5.8625 -4.0679 2.1678
H 2.2589 -4.6847 2.3783
H 0.0404 -4.2602 1.9525
H -0.3239 -2.9154 0.8464
H -0.5027 -2.7009 2.5793
H 3.1497 0.9105 0.8039
H 4.7313 0.5143 1.4976
H 3.3902 1.0493 2.5307
H 5.2380 -1.6351 2.1976
C -4.0852 4.6432 -0.5473
S -3.8699 2.8588 -0.6295
C -4.8326 2.6114 -2.1367
O -2.4506 2.6379 -1.0851
H -5.1380 4.8541 -0.3577
H -3.7583 5.0897 -1.4851
H -3.4831 4.9906 0.2877
H -5.8514 2.9637 -1.9786
H -4.8423 1.5438 -2.3472
H -4.3522 3.1521 -2.9505
N 1.3312 5.2030 0.5992
C 1.8946 4.0133 0.2894
N 3.2071 4.0119 -0.0627
O 1.2742 2.9541 0.4175
H 1.7387 6.0732 0.3141
H 0.3912 5.1773 0.9708
H 3.6261 4.8660 -0.3877
H 3.5063 3.1712 -0.5366
C 1.1228 -3.2629 -2.6857
P -0.5940 -2.6579 -2.4200
C -1.1937 -2.6777 -4.1655
C -1.3678 -4.2289 -1.8337
H 1.1480 -4.2367 -3.1809
H 1.6305 -3.3369 -1.7216
H 1.6688 -2.5388 -3.2921
H -0.9149 -3.5954 -4.6895
H -0.7841 -1.8221 -4.7041
H -2.2823 -2.5906 -4.1767
H -1.4454 -4.9721 -2.6310
H -2.3608 -4.0332 -1.4279
H -0.7573 -4.6471 -1.0314
```



2.
The following is a DFT calculation (ωB97M-V with the def2-TZVPD basis set) of a molecular structure, C31H45CoN4O3PS2.

Properties
E_LUMO (alpha / beta) ... 0.349 / -0.131 eV
Energy above the lowest of the compared OMol25 structures with the same formula, charge and spin ... 0.000 eV
2S+1 ... 2
Expectation value of S² ... 0.76
Orbital gap (alpha / beta) ... 7.16 / 6.67 eV
Net charge ... 0

XYZ file:
```
87
C31H45CoN4O3PS2, DFT ωB97M-V with the def2-TZVPD basis set
Co -0.0320 -0.3852 -0.4909
O -1.2301 -1.1389 0.8682
S -1.8835 -0.5234 2.0882
C -0.7480 0.6140 2.9045
C 0.6369 -0.0108 3.0826
C 1.6121 0.2412 1.9293
C 1.4651 -0.6711 0.7197
S 0.5204 -2.4395 -1.1816
O 1.2273 0.3765 -1.7242
C -0.2658 -2.7872 -2.7272
C -0.6453 -4.1073 -2.9819
C -1.1820 -4.4741 -4.2074
C -1.3745 -3.5264 -5.2030
C -1.0153 -2.2082 -4.9541
C -0.4612 -1.8429 -3.7365
C -3.1342 0.6105 1.4929
C -3.9688 0.0986 0.5071
C -4.9832 0.8908 -0.0064
C -5.1750 2.1782 0.4772
C -4.3532 2.6731 1.4790
C -3.3271 1.8922 1.9918
H -1.2270 0.7813 3.8733
H -0.6873 1.5475 2.3520
H 0.5497 -1.0862 3.2710
H 1.0530 0.4232 3.9946
H 2.6200 0.0737 2.3282
H 1.5718 1.2956 1.6465
H 1.3857 -1.7048 1.0648
H 2.3484 -0.5947 0.0853
H -0.5140 -4.8471 -2.2018
H -1.4627 -5.5066 -4.3787
H -1.8027 -3.8091 -6.1563
H -1.1700 -1.4543 -5.7191
H -0.1947 -0.8105 -3.5541
H -3.7923 -0.8952 0.1141
H -5.6193 0.5020 -0.7907
H -5.9595 2.8002 0.0666
H -4.4957 3.6790 1.8516
H -2.6833 2.2996 2.7581
C 0.9703 1.4151 -5.9500
C 1.1707 2.5802 -4.9664
C -0.2459 3.0802 -4.6127
C 1.9378 3.7051 -5.6700
P 2.0294 1.9483 -3.4352
N 0.7541 1.2030 -2.6252
C 2.6321 3.3375 -2.3327
C 2.8022 2.8071 -0.8968
C 3.9411 3.9732 -2.8175
C 1.5612 4.4350 -2.2526
C 3.3743 0.7027 -3.8093
C 2.7384 -0.6527 -4.1687
C 4.2766 1.1742 -4.9602
C 4.2583 0.4307 -2.5800
H 0.3693 1.7900 -6.7808
H 0.4271 0.5890 -5.4895
H 1.9020 1.0385 -6.3665
H -0.7769 3.2344 -5.5547
H -0.2503 4.0258 -4.0817
H -0.7963 2.3444 -4.0309
H 1.3895 3.9661 -6.5781
H 2.9445 3.4148 -5.9655
H 2.0009 4.6065 -5.0614
H 1.8795 2.3749 -0.5114
H 3.0584 3.6653 -0.2701
H 3.5985 2.0764 -0.7976
H 4.7844 3.2885 -2.7794
H 4.1724 4.8095 -2.1531
H 3.8632 4.3718 -3.8298
H 0.5899 4.0373 -1.9564
H 1.4587 4.9950 -3.1800
H 1.8761 5.1406 -1.4807
H 2.0568 -0.6153 -5.0124
H 2.2138 -1.0863 -3.3172
H 3.5578 -1.3245 -4.4383
H 3.7554 1.2096 -5.9154
H 5.0859 0.4473 -5.0613
H 4.7315 2.1472 -4.7752
H 3.6671 0.1023 -1.7278
H 4.8748 1.2799 -2.2967
H 4.9342 -0.3830 -2.8539
O -0.3038 1.5441 0.1575
N -0.9651 2.5450 -0.2629
C -1.8596 2.3707 -1.2175
C -2.0150 1.0472 -1.7123
N -1.8198 -0.0843 -1.8034
C -2.5861 3.4980 -1.6949
N -3.1823 4.3973 -2.0948
```



3.
The following is a DFT calculation (ωB97M-V with the def2-TZVPD basis set) of 2 unconnected molecules or ions with the total composition C31H45N4O at a distorted geometry.

Properties
E_LUMO ... -4.666 eV
Energy above the lowest of the compared OMol25 structures with the same formula, charge and spin ... 0.000 eV
Orbital gap ... 5.92 eV
Net charge ... +1

XYZ file:
```
81
C31H45N4O, DFT ωB97M-V with the def2-TZVPD basis set
C 2.5262 4.0202 2.4043
N 2.2581 2.6066 2.2508
C 3.2453 1.7178 1.9340
O 4.4184 2.0087 1.7100
C 2.6122 0.3263 1.9051
C 3.1375 -0.5798 3.0174
C 4.6201 -0.8681 2.8869
C 5.0650 -1.8942 2.0457
C 6.4370 -2.1154 1.8707
C 7.3648 -1.3108 2.5447
C 6.9201 -0.2938 3.4023
C 5.5512 -0.0916 3.5877
N 1.1825 0.6287 2.0439
C 0.2525 -0.3504 1.9906
C -1.1088 -0.1320 2.1742
C -2.1136 -1.1002 2.1442
C -3.5074 -0.7716 2.2496
C -4.5016 -1.7794 2.0923
C -5.8481 -1.4912 2.1991
C -6.2870 -0.1661 2.4610
N -7.6491 0.1265 2.6004
C -8.2970 0.1992 3.8964
C -8.4467 0.6483 1.5078
C -5.3151 0.8517 2.5967
C -3.9664 0.5596 2.4967
C 0.9077 2.0554 2.2946
C 0.3067 2.3092 3.6867
C 0.0571 2.7034 1.1879
H 3.6045 4.1831 2.3516
H 2.0327 4.6009 1.6154
H 2.1521 4.3786 3.3704
H 2.8096 -0.1263 0.9145
H 2.9318 -0.0896 3.9844
H 2.5730 -1.5214 2.9793
H 4.3286 -2.5135 1.5245
H 6.7752 -2.9195 1.2108
H 8.4354 -1.4676 2.3977
H 7.6347 0.3470 3.9261
H 5.1933 0.6918 4.2614
H 0.6246 -1.3524 1.7409
H -1.4216 0.8964 2.3508
H -1.8440 -2.1458 1.9666
H -4.1765 -2.7944 1.8491
H -6.6038 -2.2708 2.0890
H -7.6039 -0.1193 4.6845
H -8.6362 1.2264 4.1014
H -9.1814 -0.4546 3.9016
H -7.8596 0.6498 0.5815
H -9.3401 0.0210 1.3741
H -8.7831 1.6728 1.7300
H -5.6515 1.8732 2.7881
H -3.2565 1.3834 2.5898
H 1.0092 1.9555 4.4564
H 0.1390 3.3877 3.8123
H -0.6459 1.7891 3.8145
H 0.5986 2.6255 0.2339
H -0.9133 2.2117 1.0850
H -0.1052 3.7624 1.4314
C -4.0813 -6.5416 4.4305
C -3.0287 -5.6601 5.1053
C -3.6613 -4.7926 6.1856
C -2.2928 -4.8233 4.0343
C -1.5154 -5.6761 3.0035
C -0.2178 -4.9009 2.7178
C -0.0283 -3.9834 3.9424
N -1.3622 -3.8249 4.4725
H -4.8110 -5.9255 3.8852
H -3.6305 -7.2455 3.7204
H -4.6326 -7.1282 5.1753
H -2.2810 -6.3242 5.5739
H -4.3820 -4.0855 5.7534
H -4.1975 -5.4280 6.8999
H -2.9070 -4.2310 6.7466
H -3.0890 -4.2725 3.5022
H -1.2763 -6.6620 3.4266
H -2.1172 -5.8435 2.1068
H 0.6357 -5.5611 2.5390
H -0.3472 -4.2773 1.8243
H 0.6557 -4.4628 4.6731
H 0.4256 -3.0193 3.6620
H -1.4522 -3.4129 5.3886
```